(1)
This record from the Open Molecules 2025 dataset describes a cluster of 2 separate species, C2H8 in total. The level of theory is wB97M-V/def2-TZVPD.

Each line ends with the Mulliken charge.
Atoms and positions in Å:
C: 2.7049 -2.2217 2.5612  -0.86
C: -1.6560 3.1432 1.8888  -0.86
H: -1.3066 2.3831 1.1745  0.21
H: -1.8508 2.6695 2.8623  0.21
H: 3.0313 -1.2562 2.1474  0.21
H: 3.0171 -2.2937 3.6135  0.21
H: 1.6093 -2.2968 2.4979  0.21
H: 3.1626 -3.0405 1.9867  0.21
H: -0.8843 3.9182 2.0066  0.21
H: -2.5822 3.6022 1.5128  0.22

Forces on the atoms, in the same order (eV/Å):
C 0.0 0.0 0.0
C 0.0 0.0 0.0
H -0.1 0.3 0.3
H 0.1 0.2 -0.4
H -0.1 -0.4 0.2
H -0.1 0.0 -0.4
H 0.4 0.0 0.0
H -0.2 0.3 0.2
H -0.3 -0.3 0.0
H 0.3 -0.2 0.1

SMILES ... C.C
Strongest force on any atom ... 0.41 eV/Å
ΔE to the lowest compared entry with this formula, charge and spin ... 1.49 kJ/mol
Frontier orbital gap ... 14.42 eV
Electronic energy ... -80.9815 Ha


(2)
This record from the Open Molecules 2025 dataset describes the molecule C2H8Br2Si3. The level of theory is wB97M-V/def2-TZVPD.

Each line ends with the Mulliken charge.
Atoms and positions in Å:
Br: -2.1076 -3.2090 -0.0401  -0.40
Br: 3.3570 -1.0816 0.1455  -0.28
Si: 0.4018 1.2641 0.0476  0.39
Si: 1.3443 -1.5705 -0.8656  0.42
Si: -0.1149 -1.7979 0.8136  0.51
C: 0.8873 0.2505 -1.5337  -0.91
C: -0.7478 0.0064 0.9580  -0.76
H: -0.3304 2.6602 -0.3528  -0.10
H: 1.8607 -2.6374 -1.8453  -0.10
H: 1.4143 1.4183 1.0098  -0.12
H: 1.7851 0.5132 -2.0646  0.38
H: -0.0252 -2.4741 1.9626  -0.16
H: 0.0400 0.3963 -2.1336  0.44
H: -0.9466 0.3757 1.9657  0.38
H: -1.6781 0.3944 0.4131  0.30

Forces on the atoms, in the same order (eV/Å):
Br 1.8 1.2 0.5
Br -0.5 -0.1 0.0
Si -1.3 -0.2 -1.2
Si 1.7 1.2 -1.7
Si -4.1 1.4 -2.9
C 1.0 -1.2 2.4
C -0.8 1.3 -1.1
H 0.9 -1.8 0.5
H -0.9 0.7 0.6
H 1.4 0.7 0.6
H 0.3 0.5 -0.2
H 0.8 -1.5 3.0
H -1.2 -0.3 -1.2
H 0.3 -0.3 0.2
H 0.7 -1.6 0.5

SMILES ... Br[Si@@H]1C[SiH2]C[Si@H]1Br
Strongest force on any atom ... 5.22 eV/Å
ΔE to the lowest compared entry with this formula, charge and spin ... 82.15 kJ/mol
Frontier orbital gap ... 9.20 eV
Electronic energy ... -6097.5451 Ha


(3)
This record from the Open Molecules 2025 dataset describes a cluster of 2 separate species, C2H8Cl2NSi in total. The level of theory is wB97M-V/def2-TZVPD.

Each line ends with the Mulliken charge.
Atoms and positions in Å:
Cl: -3.4416 0.3903 1.1246  -0.17
Cl: -2.3330 -1.9904 -0.9034  -0.20
Si: -2.1672 -0.1000 -0.2806  0.47
N: 1.5468 -0.5706 0.8624  -0.26
C: -1.2724 0.9266 -1.5994  -0.89
C: 0.3292 -0.1923 1.5328  -0.73
H: -0.2912 0.3351 -1.6769  0.16
H: 1.3593 -1.5324 0.5442  0.39
H: 1.7889 -0.0142 0.0441  0.35
H: -0.8698 1.8982 -1.2909  0.36
H: 0.4929 0.7931 1.8262  0.43
H: -0.0717 -0.8882 2.4194  0.36
H: -1.7286 0.7801 -2.5564  0.37
H: 2.3465 -0.7398 1.4832  0.37

Forces on the atoms, in the same order (eV/Å):
Cl -1.6 0.8 0.7
Cl -0.5 -1.0 -0.7
Si 2.4 0.4 -0.4
N -0.2 -3.1 -0.4
C 1.5 -1.3 0.9
C 0.2 -1.2 3.7
H -1.3 0.3 0.0
H 0.3 0.1 -0.6
H 0.1 0.3 0.1
H -1.0 0.1 -0.4
H -0.8 1.9 0.4
H 0.9 1.2 -2.6
H -0.3 0.8 -0.8
H 0.2 0.7 0.1

Total charge ... +1
Strongest force on any atom ... 3.90 eV/Å
ΔE to the lowest compared entry with this formula, charge and spin ... 28.90 kJ/mol
Expectation value of S² ... 2.00
Frontier orbital gap (alpha / beta) ... 5.21 / 8.42 eV
Electronic energy ... -1345.2801 Ha
2S+1 ... 3


(4)
This record from the Open Molecules 2025 dataset describes a cluster of 2 separate species, C2H8ClN2PS in total. The level of theory is wB97M-V/def2-TZVPD.

Each line ends with the Mulliken charge.
Atoms and positions in Å:
Cl: -0.1503 -2.6054 -3.9618  -0.27
S: -0.0733 -3.0541 0.0833  -0.38
P: 0.2520 -1.4381 1.1545  0.63
N: 0.2423 -0.0367 0.3167  0.12
N: 0.6379 -1.0678 2.6210  -0.70
C: 0.0381 -0.0013 -1.0933  -0.66
C: 0.5145 1.2536 0.9367  -0.80
H: -0.3338 -0.9532 -1.5358  0.01
H: 0.7838 -1.7552 3.3134  0.23
H: 0.8531 0.1363 -1.8035  0.31
H: -0.9813 -3.2691 -3.1049  0.26
H: 0.6299 0.9772 2.0832  0.26
H: 1.3471 1.6430 0.5655  0.39
H: -0.3048 1.9753 0.7744  0.28
H: -0.8217 0.6909 -1.2221  0.32

Forces on the atoms, in the same order (eV/Å):
Cl -1.3 -1.1 1.3
S 0.2 1.1 1.1
P 0.6 -0.3 0.4
N 0.6 -0.5 0.0
N -0.5 0.2 -1.8
C -2.4 -0.8 -1.8
C -3.5 -2.2 4.2
H 0.0 0.4 1.0
H 0.0 -1.0 0.6
H 0.6 0.9 0.7
H 1.4 1.1 -1.3
H -0.2 1.2 -2.4
H 3.8 1.7 -1.5
H 0.1 -0.5 0.1
H 0.8 0.0 -0.6

Strongest force on any atom ... 5.91 eV/Å
ΔE to the lowest compared entry with this formula, charge and spin ... 248.41 kJ/mol
Frontier orbital gap ... 9.82 eV
Electronic energy ... -1390.2340 Ha


(5)
This record from the Open Molecules 2025 dataset describes a structure of composition C2H8CsN4O6S. The level of theory is wB97M-V/def2-TZVPD.

Each line ends with the Mulliken charge.
Atoms and positions in Å:
Cs: -0.3276 -0.1746 -1.0404  1.14
S: -0.5966 -3.7211 -0.3962  1.25
O: 1.7969 1.5001 -1.9215  -0.68
O: -0.2982 -4.8613 0.4392  -0.50
O: -1.6069 0.1246 1.4810  -0.63
O: -1.2091 -4.3235 -1.6158  -0.41
O: -1.6356 -2.8458 0.2529  -0.75
O: 0.5387 -2.8447 -0.7003  -0.70
N: -2.0287 0.0759 3.6281  -0.40
N: 2.9521 2.6736 -3.3976  -0.44
N: 1.4693 3.7216 -2.0954  -0.34
N: -1.4946 -1.7266 2.6823  -0.32
C: 1.9694 2.5767 -2.4789  0.65
C: -1.6977 -0.4338 2.5222  0.47
H: -2.2232 1.0398 3.8585  0.23
H: 3.1974 3.6037 -3.7055  0.17
H: 0.8086 3.9449 -1.3648  0.21
H: 1.6996 4.4832 -2.7176  0.15
H: -1.7231 -2.1344 3.5776  0.17
H: 3.6537 1.9525 -3.3086  0.24
H: -1.7014 -0.3691 4.4737  0.19
H: -1.5432 -2.2616 1.8270  0.30

Forces on the atoms, in the same order (eV/Å):
Cs -0.3 -0.2 0.0
S -1.2 3.9 1.0
O -0.8 -0.2 0.1
O 0.4 -1.2 0.2
O 0.1 2.5 -3.7
O 0.2 -0.5 -0.2
O 0.7 -1.3 -1.2
O 0.1 -1.2 -0.3
N -1.7 4.3 7.6
N 0.4 0.4 -1.3
N -1.4 3.4 -0.3
N 0.8 -2.5 0.1
C 1.8 -2.6 1.5
C 0.7 -2.9 -1.3
H 0.2 0.0 -1.1
H 0.5 -0.5 -0.1
H 0.1 -0.8 -0.2
H -0.3 0.2 0.5
H -0.1 -0.2 -0.6
H -0.1 0.2 -0.4
H -0.3 -0.2 -0.2
H 0.2 -0.7 -0.2

Strongest force on any atom ... 8.84 eV/Å
Expectation value of S² ... 0.76
Frontier orbital gap (alpha / beta) ... 8.91 / 6.88 eV
Electronic energy ... -1169.8366 Ha
2S+1 ... 2


(6)
This record from the Open Molecules 2025 dataset describes a structure of composition C2H8CsO2. The level of theory is wB97M-V/def2-TZVPD.

Each line ends with the Mulliken charge.
Atoms and positions in Å:
Cs: -2.0263 -1.1113 -1.2225  0.90
O: -1.8490 0.6177 0.0821  -0.83
O: 2.2098 0.6795 0.6264  -0.52
C: 0.4767 -1.0492 -0.0748  -1.42
C: 0.8602 0.4660 0.3313  -0.31
H: -0.5615 -0.9373 -0.3872  0.65
H: -2.1418 1.2166 -0.6047  0.45
H: -2.4201 0.8082 0.8262  0.32
H: 0.6505 1.1695 -0.4745  0.31
H: 0.7095 -1.6928 0.7736  0.35
H: 0.3922 0.9355 1.1965  0.27
H: 2.6839 0.3184 -0.1262  0.32
H: 1.0158 -1.4209 -0.9462  0.52

Forces on the atoms, in the same order (eV/Å):
Cs -7.3 -7.0 -8.3
O -0.2 4.9 3.5
O 0.7 -0.8 -0.1
C 1.1 2.7 1.3
C 0.6 -0.2 -0.5
H 6.0 -0.3 3.7
H 0.0 1.1 0.1
H -0.1 0.5 0.8
H -0.6 -0.2 -0.6
H -0.5 -0.2 -0.1
H -0.7 -0.9 0.1
H 0.6 0.1 0.1
H 0.3 0.3 -0.1

Total charge ... +1
Strongest force on any atom ... 13.04 eV/Å
ΔE to the lowest compared entry with this formula, charge and spin ... 536.05 kJ/mol
Frontier orbital gap ... 9.38 eV
Electronic energy ... -251.2195 Ha


(7)
This record from the Open Molecules 2025 dataset describes a structure of composition C2H8CsO3. The level of theory is wB97M-V/def2-TZVPD.

Each line ends with the Mulliken charge.
Atoms and positions in Å:
Cs: 0.0621 -3.5518 0.3799  1.03
O: 0.1838 1.3892 0.8017  -0.46
O: -0.4195 -0.7506 -1.2829  -0.53
O: 0.6316 -1.0093 2.3718  -0.66
C: -0.1656 0.6153 -1.4656  -0.39
C: -0.6361 1.5222 -0.3418  -0.42
H: 0.3796 -1.2396 -1.4926  0.31
H: 0.6555 -1.8512 2.8266  0.28
H: -0.7116 0.7983 -2.3910  0.29
H: -1.6009 1.3112 0.1194  0.31
H: -0.7033 2.5739 -0.6203  0.33
H: 1.2526 -1.1086 1.6502  0.27
H: 0.1760 0.4415 0.9547  0.31
H: 0.8957 0.8597 -1.5101  0.32

Forces on the atoms, in the same order (eV/Å):
Cs -0.4 -0.1 -0.2
O 1.2 0.0 -0.2
O 0.4 -1.9 1.5
O -0.4 -0.3 -0.4
C -0.7 1.9 -0.7
C -1.1 -0.2 1.1
H 0.1 0.3 -0.4
H 0.1 0.0 0.7
H 0.4 0.9 -0.1
H -0.8 -0.4 -1.1
H 0.5 -0.1 -0.3
H 0.7 0.3 0.0
H -0.1 0.1 0.6
H 0.1 -0.3 -0.5

Total charge ... +1
Strongest force on any atom ... 2.49 eV/Å
ΔE to the lowest compared entry with this formula, charge and spin ... 112.21 kJ/mol
Frontier orbital gap ... 8.74 eV
Electronic energy ... -326.6056 Ha


(8)
This record from the Open Molecules 2025 dataset describes a structure of composition C2H8F8K2NO14S4. The level of theory is wB97M-V/def2-TZVPD.

Each line ends with the Mulliken charge.
Atoms and positions in Å:
K: 0.4595 0.5793 4.9584  0.88
K: 2.5196 -0.7337 -2.6853  0.95
S: -1.9533 -4.7322 -1.3684  1.19
S: 3.3089 1.6007 0.6578  0.87
S: 1.4809 0.1585 0.9952  1.24
S: -1.6223 0.2802 -3.6000  0.95
F: -3.8981 0.4301 -2.1794  -0.25
F: -2.0933 1.1754 -1.1301  -0.16
F: 0.7116 -4.1712 -1.5929  -0.27
F: -0.5078 -2.4544 -0.8184  0.00
F: 3.6008 2.9968 -0.0728  -0.28
F: -2.5502 -0.9702 -1.3500  -0.20
F: -0.4852 -3.0584 -2.9251  -0.21
F: -0.1403 0.2175 0.9280  -0.30
O: -2.8173 -4.4396 -2.5188  -0.65
O: -1.3752 -6.0611 -1.3459  -0.67
O: -0.3082 2.8123 2.5413  -0.57
O: -2.0030 1.5578 -4.1694  -0.63
O: 1.7978 -0.9411 0.1127  -0.54
O: -2.1261 -0.8435 -4.3798  -0.64
O: 0.5444 2.2890 -1.9830  -0.67
O: 3.8173 1.8189 1.9847  -0.58
O: 2.1845 2.7661 4.3913  -0.55
O: -2.0039 -0.0028 3.6972  -0.59
O: -2.5015 -4.3068 -0.0845  -0.69
O: -0.1621 0.1914 -3.3479  -0.68
O: 4.0422 0.6539 -0.1221  -0.58
O: 1.6623 -0.0227 2.4101  -0.63
N: 1.6891 1.5756 0.4834  -0.16
C: -0.4740 -3.4790 -1.6424  0.35
C: -2.5776 0.2145 -1.9052  0.59
H: -1.6954 -0.8471 3.3476  0.35
H: 0.2380 1.4649 -2.4093  0.33
H: 1.0045 1.9995 -1.2006  0.40
H: 0.2122 2.5682 1.7794  0.33
H: 3.0212 2.5632 3.9540  0.32
H: 0.0499 3.6612 2.8107  0.24
H: 1.9068 3.5997 4.0060  0.27
H: -2.9565 -0.1108 3.7735  0.26

Forces on the atoms, in the same order (eV/Å):
K 0.0 0.3 -0.8
K -0.9 0.1 0.3
S -1.3 0.8 -0.5
S 2.9 3.3 -0.6
S -6.1 -5.4 0.9
S -1.3 -0.7 -2.2
F 0.9 0.6 0.3
F -0.3 -0.2 0.6
F 0.1 0.7 1.0
F 0.7 0.1 0.1
F -0.6 -0.8 0.4
F 0.6 -0.2 0.7
F -0.2 0.7 0.5
F 1.2 0.0 -0.2
O 1.1 -0.3 1.1
O 0.4 0.3 -0.2
O -0.3 0.1 0.8
O 0.2 0.1 0.9
O 0.3 1.2 0.7
O 0.4 0.5 1.3
O 0.4 0.4 -0.2
O -0.8 0.1 -0.3
O 0.1 -0.1 0.4
O 0.4 -0.2 0.5
O 0.5 0.1 -0.2
O -0.2 -0.5 0.8
O -0.5 -0.1 -0.3
O 0.7 -0.1 0.1
N 3.3 1.6 0.0
C -1.0 -2.6 -1.6
C -0.3 0.0 -2.7
H -0.2 0.0 -0.4
H -0.2 0.2 -0.3
H 0.0 0.1 0.3
H 0.2 -0.2 -0.6
H 0.0 -0.1 -0.3
H -0.1 0.1 -0.1
H 0.0 0.0 0.0
H 0.0 0.1 -0.1

Total charge ... -1
Strongest force on any atom ... 8.18 eV/Å
Frontier orbital gap ... 5.69 eV
Electronic energy ... -4780.8463 Ha


(9)
This record from the Open Molecules 2025 dataset describes a structure of composition C2H8FInO2. The level of theory is wB97M-V/def2-TZVPD.

Each line ends with the Mulliken charge.
Atoms and positions in Å:
In: -0.3713 2.9363 -2.4657  1.52
F: -2.0274 2.8719 -1.1631  -0.39
O: 0.0451 1.0065 -0.5050  -0.31
O: -0.9576 -1.4331 0.1974  -0.41
C: 0.0339 -2.3993 0.3949  -0.49
C: 0.9265 1.4455 0.5881  -0.50
H: 1.6255 2.0228 0.0948  0.30
H: 0.0183 -3.2512 -0.2789  0.33
H: -1.3401 -1.4356 -0.6944  0.39
H: 0.3011 1.9488 1.3241  0.35
H: 0.0960 -2.7781 1.4529  0.29
H: -0.6435 0.4822 -0.1260  0.39
H: 1.3124 0.4848 0.9732  0.25
H: 0.9812 -1.9016 0.2078  0.27

Forces on the atoms, in the same order (eV/Å):
In -2.3 -0.7 2.4
F 2.0 0.2 -1.8
O 2.0 1.2 -1.1
O -0.3 0.7 0.1
C 0.4 -0.9 0.8
C -2.4 -1.7 -0.1
H 1.8 1.2 -0.3
H -0.4 0.1 -0.3
H 0.0 -0.7 0.0
H 0.4 0.1 0.2
H -0.5 0.8 -0.8
H -1.8 -0.8 0.7
H 0.3 0.4 0.2
H 0.9 0.2 0.0

Total charge ... +2
Strongest force on any atom ... 3.44 eV/Å
ΔE to the lowest compared entry with this formula, charge and spin ... 0.00 kJ/mol
Frontier orbital gap ... 3.31 eV
Electronic energy ... -520.5417 Ha


(10)
This record from the Open Molecules 2025 dataset describes a cluster of 2 separate species, C2H8FNOSi in total. The level of theory is wB97M-V/def2-TZVPD.

Each line ends with the Mulliken charge.
Atoms and positions in Å:
Si: -0.8695 0.2997 -0.1409  0.81
F: -1.5907 1.5609 -0.8908  -0.26
O: 1.3396 1.2139 0.3024  -0.54
N: 2.2367 0.3884 -0.3649  -0.44
C: -1.3157 0.0514 1.6896  -0.97
C: -0.4175 -0.9978 -1.4686  -0.92
H: 2.9589 0.0642 0.4875  0.23
H: -0.5951 -0.6010 2.2795  0.31
H: -1.2248 1.0054 2.1888  0.29
H: -1.2565 -1.1287 -2.1198  0.34
H: -0.1840 -1.9872 -0.9447  0.29
H: -2.3513 -0.2562 2.0053  0.35
H: 0.4908 -0.5945 -1.9945  0.29
H: 2.7792 0.9815 -1.0289  0.22

Forces on the atoms, in the same order (eV/Å):
Si 3.4 1.5 0.1
F 0.3 -1.2 0.9
O -3.7 -0.8 -0.6
N 2.8 -1.2 2.2
C -0.4 -0.9 0.7
C 0.8 -0.1 2.0
H -2.0 1.0 -3.1
H -0.7 0.6 -1.2
H 0.3 0.6 -0.2
H -0.4 -0.1 -0.6
H -0.1 1.4 -0.8
H 0.8 0.0 -0.9
H -0.8 -0.5 0.6
H -0.3 -0.4 0.9

Strongest force on any atom ... 3.85 eV/Å
ΔE to the lowest compared entry with this formula, charge and spin ... 39.39 kJ/mol
Frontier orbital gap ... 8.15 eV
Electronic energy ... -600.3061 Ha


- Number 5 is which compound?
  C2H8CsN4O6S